(1)
The following is a quantum chemistry calculation of an isolated molecule of C6H10O3 at a distorted geometry, from the OMol25 dataset.

Geometry as XYZ:
```
19
Properties=species:S:1:pos:R:3:forces:R:3
C -1.32943 0.38602 0.97397 -0.57 -0.52 -1.07
H -0.87687 -2.15294 -0.07043 -1.43 0.48 0.14
C -0.31706 1.30233 0.29121 -0.07 -0.21 -0.04
O -1.83865 -1.86635 0.03804 1.04 -1.02 -0.12
H 2.54474 0.97071 -0.10118 0.02 0.20 -0.03
H 2.72751 -0.42665 0.97767 0.01 -0.01 0.06
H -0.79531 2.20266 -0.08946 0.04 0.04 -0.06
C 0.11381 0.41674 -0.89118 -0.30 -0.17 0.13
C 2.47882 -0.10715 -0.03271 0.03 -0.23 0.07
H 0.54961 0.97209 -1.72871 0.07 -0.05 0.15
C 1.11492 -0.62861 -0.39398 0.05 -0.14 -0.46
H 0.50467 1.59035 0.94092 0.08 0.07 0.04
O 0.84175 -1.81050 -0.31545 0.32 0.49 0.16
H -0.87197 -0.24787 1.73354 -0.04 -0.09 -0.08
C -1.88536 -0.52431 -0.23477 0.15 1.02 1.28
H -2.92517 -0.26830 -0.46960 0.20 -0.09 -0.02
O -1.08531 -0.17279 -1.34633 0.33 0.17 -0.24
H -2.16060 0.92155 1.42075 0.01 0.09 0.15
H 3.20991 -0.55698 -0.70228 0.04 -0.03 -0.05
```
Positions in Å, forces in eV/Å.

Properties
* orbital gap: 10.320 eV
* relative energy (zero: lowest compared OMol25 entry of this formula, charge and spin): 38.4 kJ/mol
* E_HOMO: -9.6213 eV
* 2S+1: 1
* charge: 0
* SMILES: CC(=O)[C@@H]1CC[C@H](O)O1



(2)
The following is a quantum chemistry calculation of C21H45CeN2P3SSe as an isolated structure at a distorted geometry, from the OMol25 dataset.

Geometry as XYZ:
```
74
Properties=species:S:1:pos:R:3:forces:R:3
C -1.46929 -0.34042 5.84365 -0.20 -0.03 0.18
H -2.63445 3.04391 -0.01253 -0.24 -0.09 -0.13
H -0.73775 3.29768 3.66369 -0.10 -0.19 -0.21
H 0.04293 -1.71677 -6.80290 0.04 0.20 0.23
H -0.63042 -2.76449 -4.64448 0.05 0.29 -0.12
S -0.18261 -2.28842 2.56677 -0.03 0.09 -0.47
C 0.16107 0.35292 -3.50179 -0.09 0.30 0.45
P 0.31230 2.13513 1.80994 0.15 1.26 0.92
C 0.98518 -0.57022 5.95504 0.14 0.08 0.19
Ce -0.05600 -0.48523 0.46749 -0.03 0.20 1.04
H 3.25181 1.51263 -1.71186 0.18 -0.06 0.21
H -1.24464 1.57723 3.60493 0.02 0.26 -0.07
P -2.61338 0.62865 -0.00452 -1.07 0.38 -0.36
H -0.42284 3.89625 0.30767 0.17 0.12 0.12
H -1.94678 2.74597 2.46335 0.09 0.03 0.15
H 1.93692 -0.09124 6.18146 -0.07 -0.05 0.08
H 0.44675 4.56278 1.73717 0.00 -0.29 -0.23
N 0.96478 -0.84315 4.50945 -0.52 -1.41 -0.73
H -0.17012 -1.96440 -0.56651 -0.12 -1.10 -0.78
C -0.57295 -3.90681 -8.33960 -0.15 -0.95 0.35
H -4.11766 2.37602 -0.77468 0.30 -0.03 -0.02
H -2.17440 -1.19222 4.02987 0.13 0.13 0.11
C 2.93796 -1.40144 -1.29202 -0.30 -0.02 0.06
C -0.29200 -0.97496 -3.50515 -0.15 -1.08 -0.26
C 0.49980 0.20893 -5.90465 0.12 0.52 0.25
H 3.33580 2.22522 -0.09606 0.21 -0.18 -0.11
H 1.68639 3.18346 3.51571 0.04 -0.29 -0.19
H -4.27628 -0.60012 -1.26978 0.22 -0.04 -0.07
H 0.80041 0.66554 -6.85181 -0.12 -0.11 0.40
C -3.18186 -0.53618 -1.29783 0.26 -0.07 -0.05
N -1.35157 -0.75215 4.43409 0.52 -1.34 -0.69
C 1.74590 2.24525 2.94426 0.20 -0.39 -0.11
H -1.43160 -3.25582 -8.51897 0.22 -0.19 0.02
H -4.70354 1.00237 1.18994 0.18 -0.27 0.07
H 1.74161 1.38649 3.62903 0.06 0.29 -0.11
H -0.62258 -1.42330 -2.56479 0.15 0.00 -0.39
H 0.11915 -5.84733 -7.79248 -0.26 0.22 -0.05
C -3.82101 0.36696 1.34228 0.31 -0.12 0.39
C -0.19551 -1.23286 3.91797 0.02 1.36 1.24
H 1.34573 3.79183 0.38161 -0.16 0.13 0.10
C 3.75792 -0.68881 1.36810 -0.35 0.01 0.26
H 1.76893 -1.35400 4.14804 -0.19 0.18 0.13
H 4.67144 1.16334 -0.65541 -0.30 0.04 -0.06
H 2.67563 2.22852 2.36306 -0.10 0.08 0.20
H 0.86988 1.99620 -4.72298 -0.08 -0.35 -0.14
H -2.75627 -1.53585 -1.13558 -0.23 0.02 0.02
H -4.10588 -0.69387 1.36629 -0.04 0.29 0.01
C 0.42979 3.76165 0.98277 -0.01 -0.24 -0.46
H -2.54027 2.38734 -1.65321 -0.23 0.00 0.18
C 0.07822 -1.12654 -5.88541 -0.01 -0.09 0.08
C -0.73497 -5.18131 -7.93349 0.14 0.96 -0.29
C 3.58605 1.33105 -0.68282 -0.21 0.31 0.06
H 0.91288 -1.51778 6.51196 0.17 0.24 -0.19
H -2.31782 0.33918 5.91785 0.02 -0.06 0.05
Se 0.22712 1.27328 -1.84972 0.10 0.02 -1.38
C -0.31022 -1.72280 -4.67741 -0.12 0.19 0.64
H 3.39331 -1.66786 1.71252 0.23 0.18 -0.12
H -0.22423 0.46583 7.36148 -0.01 0.12 -0.07
H -1.67015 -1.22998 6.45969 -0.07 0.23 -0.21
H 4.80632 -0.76237 1.04642 -0.30 -0.01 0.13
P 2.70533 -0.11276 -0.01216 1.20 0.03 -0.28
H 2.33437 -2.28708 -1.05526 0.24 -0.01 -0.02
H -1.72786 -5.60626 -7.77044 0.31 0.16 -0.04
C -1.03434 2.47076 3.00345 -0.29 -0.31 -0.05
H 3.66207 0.02050 2.20266 0.21 -0.18 -0.20
H -0.07308 1.29536 5.80619 0.02 -0.04 0.07
H -2.84495 -0.20252 -2.28444 -0.14 0.02 0.14
H 2.59672 -1.03151 -2.26529 0.17 -0.02 0.14
H -3.34442 0.61550 2.30188 -0.33 0.03 -0.18
C -0.18740 0.31666 6.28138 0.04 0.36 0.43
H 0.41862 -3.50265 -8.55563 -0.24 -0.13 0.04
C -3.02929 2.26559 -0.67810 0.33 0.21 0.04
C 0.54277 0.95376 -4.72719 0.15 0.22 -0.25
H 3.99858 -1.67824 -1.33217 -0.23 0.00 -0.07
```
Positions in Å, forces in eV/Å.

Properties
* orbital gap (alpha / beta): 4.965 / 3.743 eV
* relative energy (zero: lowest compared OMol25 entry of this formula, charge and spin): 105.6 kJ/mol
* E_HOMO (alpha / beta): -15.0102 / -15.0098 eV
* 2S+1: 2
* charge: +3